This record from the Open Molecules 2025 dataset describes a molecular structure, C33H69N7O5PtSSi2 at a distorted geometry. The level of theory is ωB97M-V/def2-TZVPD.

Results
Maximum force   2.1 eV/A
Energy relative to the best compared isomer or geometry (same formula, charge and spin)   20.1 kcal/mol
Charge   +2
Multiplicity   1

Element x y z (Å)
Pt: -0.158 -0.060 -0.718
C: 4.061 -0.134 1.009
C: 2.847 -0.955 1.419
C: 2.718 -2.176 0.530
C: 2.929 -1.359 2.882
O: 1.626 -0.162 1.200
Si: 1.188 1.252 1.943
S: -0.663 1.574 0.831
O: 0.913 1.199 3.518
C: -0.016 0.766 4.536
C: 0.814 0.145 5.646
C: -0.992 -0.251 3.964
C: -0.748 2.003 5.030
O: 2.302 2.375 1.661
C: 2.665 3.630 2.316
C: 1.481 4.577 2.205
C: 3.040 3.384 3.771
C: 3.876 4.154 1.568
H: 4.950 -0.766 1.026
H: 4.220 0.704 1.687
H: 3.928 0.263 0.000
H: 3.506 -2.894 0.757
H: 2.801 -1.888 -0.517
H: 1.755 -2.670 0.683
H: 3.829 -1.953 3.047
H: 2.062 -1.958 3.172
H: 2.979 -0.482 3.529
H: 1.276 -0.786 5.313
H: 0.182 -0.074 6.508
H: 1.600 0.833 5.959
H: -0.438 -1.034 3.439
H: -1.674 0.220 3.253
H: -1.571 -0.704 4.770
H: -0.054 2.698 5.505
H: -1.509 1.724 5.761
H: -1.236 2.514 4.196
H: 0.612 4.168 2.730
H: 1.212 4.737 1.158
H: 1.722 5.542 2.653
H: 2.191 3.019 4.346
H: 3.387 4.317 4.217
H: 3.847 2.650 3.836
H: 3.641 4.355 0.528
H: 4.686 3.424 1.604
H: 4.224 5.080 2.029
N: -1.006 1.412 -2.105
C: -1.331 0.842 -3.430
C: -2.448 1.589 -4.151
C: -3.753 1.744 -3.380
C: -4.466 0.449 -3.010
N: -4.863 -0.280 -4.220
C: -4.791 -1.580 -4.455
N: -4.291 -2.422 -3.534
N: -5.318 -2.073 -5.577
C: -1.648 -0.657 -3.293
O: -1.912 -1.306 -4.291
O: -1.667 -1.101 -2.079
H: -1.839 1.703 -1.601
H: -0.395 2.230 -2.193
H: -0.434 0.918 -4.045
H: -2.623 1.079 -5.099
H: -2.079 2.588 -4.394
H: -4.442 2.342 -3.984
H: -3.599 2.329 -2.468
H: -5.373 0.697 -2.458
H: -3.854 -0.186 -2.370
H: -5.263 0.286 -4.953
H: -3.476 -2.101 -3.022
H: -4.205 -3.385 -3.823
H: -5.691 -1.469 -6.290
H: -5.171 -3.035 -5.831
C: 3.564 -1.780 -2.928
Si: 1.744 -1.405 -3.112
C: 0.808 -2.865 -2.414
C: 1.318 -1.135 -4.906
N: 1.324 0.102 -2.169
C: 1.937 1.321 -2.434
C: 2.912 1.415 -3.460
C: 3.569 2.599 -3.726
C: 3.266 3.756 -3.023
C: 2.293 3.704 -2.041
C: 1.654 2.515 -1.736
H: 3.872 -2.332 -3.822
H: 3.742 -2.421 -2.064
H: 4.210 -0.907 -2.836
H: 1.509 -3.688 -2.250
H: 0.040 -3.193 -3.116
H: 0.305 -2.664 -1.469
H: 1.830 -1.888 -5.514
H: 1.621 -0.154 -5.274
H: 0.249 -1.253 -5.080
H: 3.157 0.547 -4.048
H: 4.320 2.623 -4.505
H: 3.787 4.680 -3.235
H: 2.027 4.598 -1.495
H: 0.932 2.503 -0.930
C: -3.690 -2.276 3.855
C: -3.573 -2.989 2.516
N: -2.289 -2.779 1.820
C: -1.288 -3.851 1.928
C: -0.367 -3.772 3.137
C: -2.048 -1.685 1.091
C: -3.196 -0.776 0.770
N: -0.851 -1.440 0.609
H: -4.655 -2.513 4.305
H: -3.624 -1.193 3.749
H: -2.910 -2.599 4.545
H: -4.392 -2.696 1.862
H: -3.668 -4.062 2.668
H: -0.708 -3.874 1.003
H: -1.844 -4.787 1.958
H: 0.234 -2.863 3.134
H: 0.309 -4.628 3.130
H: -0.933 -3.801 4.069
H: -4.014 -1.348 0.334
H: -2.869 -0.024 0.064
H: -3.565 -0.278 1.667
H: -0.120 -2.058 0.932


This record from the Open Molecules 2025 dataset describes a molecular structure, C33H70AlBr30IN at a distorted geometry. The level of theory is ωB97M-V/def2-TZVPD.

Results
Maximum force   1.2 eV/A
Energy relative to the best compared isomer or geometry (same formula, charge and spin)   0.0 kcal/mol
Charge   -1
Multiplicity   1

Element x y z (Å)
C: -2.033 -0.558 0.736
C: -0.611 -0.246 1.151
I: -0.526 0.981 2.953
C: 0.245 -1.501 1.191
Al: 0.451 -2.614 2.907
N: -0.974 -2.566 4.134
H: -2.725 0.263 0.922
H: -1.989 -0.690 -0.349
H: -2.383 -1.500 1.142
H: -0.211 0.427 0.390
H: -0.192 -2.162 0.442
H: 1.252 -1.217 0.866
H: 0.615 -4.166 2.432
H: 1.877 -2.225 3.638
H: -0.883 -1.823 4.817
H: -1.882 -2.464 3.695
Br: 3.057 1.495 0.082
C: 2.171 3.221 -0.035
C: 0.695 3.099 -0.279
Br: 0.307 2.623 -2.129
H: 2.673 3.773 -0.821
H: 2.347 3.707 0.923
H: 0.206 4.058 -0.120
H: 0.226 2.343 0.345
Br: -4.940 0.731 -1.516
C: -5.989 -0.850 -1.947
C: -5.734 -1.977 -0.981
Br: -4.032 -2.844 -1.317
H: -5.738 -1.116 -2.969
H: -7.026 -0.527 -1.898
H: -6.489 -2.752 -1.106
H: -5.718 -1.643 0.054
Br: 4.830 -7.449 0.736
C: 4.934 -5.702 1.600
C: 3.580 -5.082 1.813
Br: 2.831 -4.385 0.172
H: 5.571 -5.090 0.970
H: 5.426 -5.883 2.554
H: 3.656 -4.227 2.483
H: 2.848 -5.778 2.212
Br: -4.543 -1.838 2.724
C: -5.548 -3.440 2.275
C: -5.306 -4.548 3.266
Br: -3.572 -5.381 2.989
H: -5.256 -3.723 1.266
H: -6.595 -3.139 2.284
H: -6.041 -5.340 3.136
H: -5.331 -4.189 4.292
Br: 0.353 -1.329 -2.353
C: -0.984 -0.617 -3.567
C: -1.624 -1.698 -4.395
Br: -0.457 -2.317 -5.827
H: -0.497 0.144 -4.169
H: -1.737 -0.152 -2.931
H: -2.517 -1.318 -4.888
H: -1.873 -2.571 -3.799
Br: 7.323 1.811 -0.925
C: 7.542 3.423 0.138
C: 6.223 4.006 0.567
Br: 5.316 4.909 -0.897
H: 8.117 4.117 -0.468
H: 8.125 3.127 1.008
H: 6.375 4.772 1.323
H: 5.534 3.251 0.938
Br: 6.940 7.274 2.475
C: 5.305 8.030 3.210
C: 4.096 7.691 2.379
Br: 4.011 8.749 0.751
H: 5.464 9.101 3.285
H: 5.213 7.604 4.206
H: 3.187 7.926 2.927
H: 4.077 6.649 2.072
Br: -0.825 -6.895 1.494
C: -1.841 -6.777 -0.156
C: -0.996 -6.278 -1.299
Br: -0.715 -4.363 -1.169
H: -2.684 -6.121 0.045
H: -2.205 -7.785 -0.351
H: -1.510 -6.416 -2.243
H: -0.017 -6.746 -1.332
Br: -5.741 -6.344 -1.246
C: -6.079 -7.010 -3.044
C: -4.828 -7.465 -3.744
Br: -3.776 -5.955 -4.367
H: -6.568 -6.208 -3.587
H: -6.769 -7.841 -2.916
H: -5.081 -8.031 -4.637
H: -4.187 -8.063 -3.103
Br: -7.112 -0.606 5.649
C: -6.328 -1.242 7.313
C: -4.895 -0.807 7.473
Br: -3.685 -1.825 6.349
H: -6.426 -2.323 7.306
H: -6.947 -0.823 8.104
H: -4.572 -0.986 8.497
H: -4.749 0.240 7.224
Br: 0.001 -0.525 7.107
C: 1.793 -0.799 6.406
C: 2.506 -1.919 7.103
Br: 3.148 -1.411 8.879
H: 2.314 0.150 6.492
H: 1.653 -1.057 5.355
H: 3.394 -2.203 6.545
H: 1.869 -2.786 7.242
Br: 2.431 6.087 -2.550
C: 2.321 5.558 -4.415
C: 3.664 5.149 -4.957
Br: 4.803 6.692 -5.303
H: 1.891 6.396 -4.955
H: 1.632 4.715 -4.436
H: 3.549 4.647 -5.914
H: 4.209 4.506 -4.272
Br: 6.224 -2.123 -4.473
C: 5.783 -3.667 -3.372
C: 4.556 -4.386 -3.866
Br: 2.932 -3.426 -3.418
H: 5.657 -3.299 -2.358
H: 6.655 -4.316 -3.422
H: 4.473 -5.353 -3.372
H: 4.560 -4.523 -4.943
Br: -2.647 3.052 -4.766
C: -4.427 3.527 -5.379
C: -5.493 2.730 -4.681
Br: -5.613 0.905 -5.338
H: -4.439 3.388 -6.456
H: -4.540 4.583 -5.145
H: -6.472 3.167 -4.865
H: -5.320 2.654 -3.612
Br: 3.490 9.566 -3.358
C: 3.768 11.215 -2.370
C: 2.471 11.842 -1.934
Br: 1.551 12.718 -3.409
H: 4.353 11.872 -3.007
H: 4.358 10.937 -1.498
H: 2.652 12.623 -1.199
H: 1.780 11.111 -1.527


This record from the Open Molecules 2025 dataset describes 6 unconnected molecules or ions with the total composition C33H70N6O9 at a distorted geometry. The level of theory is ωB97M-V/def2-TZVPD.

Results
Maximum force   1.5 eV/A
E_tot   -2305.18764 Eh
SMILES   CCCCCCCCCCCCCNC(=O)OCCCC(=O)O.CNC(C)=O.CNC(C)=O.CNC(C)=O.CNC(C)=O.CNC(C)=O
Multiplicity   1

Element x y z (Å)
C: -1.441 -7.664 7.248
C: -0.157 -7.895 6.447
C: -0.230 -9.162 5.593
C: 1.014 -9.355 4.711
C: 0.919 -8.599 3.364
C: 2.153 -7.750 2.990
C: 2.858 -8.162 1.680
C: 3.521 -6.972 0.964
C: 2.663 -6.317 -0.130
C: 1.179 -6.076 0.211
C: 0.885 -4.679 0.809
C: -0.005 -3.766 -0.071
C: 0.580 -2.359 -0.322
N: -0.432 -1.283 -0.197
C: -0.438 -0.575 0.990
O: -1.371 -0.483 1.731
O: 0.751 -0.022 1.211
C: 0.806 1.158 2.026
C: 1.897 2.073 1.485
C: 3.304 1.749 1.987
C: 4.001 0.528 1.447
O: 4.970 0.052 1.948
O: 3.486 0.050 0.308
H: -2.262 -7.413 6.569
H: -1.713 -8.574 7.792
H: -1.336 -6.835 7.952
H: 0.023 -7.033 5.791
H: 0.692 -7.984 7.135
H: -0.396 -10.032 6.237
H: -1.111 -9.081 4.942
H: 1.894 -8.996 5.255
H: 1.137 -10.426 4.525
H: 0.041 -7.943 3.397
H: 0.728 -9.327 2.569
H: 1.837 -6.707 2.869
H: 2.883 -7.747 3.806
H: 2.098 -8.587 1.013
H: 3.600 -8.940 1.883
H: 4.450 -7.316 0.496
H: 3.819 -6.227 1.711
H: 2.739 -6.885 -1.063
H: 3.104 -5.335 -0.346
H: 0.598 -6.191 -0.711
H: 0.794 -6.840 0.890
H: 1.829 -4.167 1.018
H: 0.376 -4.814 1.769
H: -0.980 -3.649 0.415
H: -0.183 -4.249 -1.037
H: 1.393 -2.154 0.375
H: 0.996 -2.311 -1.330
H: -1.374 -1.626 -0.345
H: -0.166 1.653 2.013
H: 1.034 0.868 3.058
H: 1.653 3.087 1.816
H: 1.876 2.088 0.394
H: 3.323 1.673 3.078
H: 3.966 2.579 1.712
H: 4.115 -0.608 -0.039
C: 3.299 3.818 -4.311
N: 3.192 4.235 -2.929
C: 3.714 3.639 -1.829
C: 4.505 2.368 -2.029
O: 3.536 4.110 -0.714
H: 3.777 4.596 -4.909
H: 2.311 3.626 -4.732
H: 3.889 2.910 -4.387
H: 2.665 5.072 -2.727
H: 4.829 2.032 -1.050
H: 3.884 1.591 -2.478
H: 5.380 2.532 -2.658
C: -1.813 7.021 -1.359
N: -0.802 7.462 -2.304
C: 0.514 7.694 -2.072
C: 1.011 7.499 -0.659
O: 1.257 8.036 -2.982
H: -2.229 6.065 -1.669
H: -2.623 7.751 -1.295
H: -1.376 6.888 -0.376
H: -1.076 7.609 -3.263
H: 2.076 7.709 -0.633
H: 0.498 8.172 0.029
H: 0.847 6.470 -0.334
C: -0.571 -3.994 -5.626
N: 0.488 -3.522 -4.757
C: 0.677 -2.270 -4.262
C: -0.328 -1.208 -4.644
O: 1.622 -2.025 -3.530
H: -1.138 -4.792 -5.145
H: -0.161 -4.378 -6.561
H: -1.253 -3.183 -5.860
H: 1.193 -4.181 -4.464
H: -0.036 -0.281 -4.160
H: -0.350 -1.059 -5.724
H: -1.330 -1.480 -4.309
C: -5.934 3.595 0.884
N: -4.692 4.005 0.262
C: -3.501 3.347 0.251
C: -3.431 2.022 0.970
O: -2.532 3.824 -0.321
H: -6.725 3.497 0.139
H: -6.253 4.327 1.628
H: -5.807 2.637 1.379
H: -4.681 4.884 -0.233
H: -2.431 1.619 0.870
H: -3.655 2.144 2.031
H: -4.139 1.309 0.546
C: -5.125 11.480 -3.764
N: -5.430 10.177 -3.209
C: -5.087 9.678 -1.992
C: -4.281 10.572 -1.076
O: -5.416 8.550 -1.664
H: -6.042 12.025 -3.994
H: -4.543 11.381 -4.682
H: -4.549 12.065 -3.056
H: -5.965 9.533 -3.771
H: -4.093 10.028 -0.155
H: -3.328 10.842 -1.532
H: -4.828 11.487 -0.843